(1)
{
  "formula": "C21H59N5O6",
  "method": "ωB97M-V/def2-TZVPD",
  "species": ["C", "O", "C", "C", "C", "N", "H", "H", "H", "H", "H", "H", "H", "H", "H", "H", "H", "C", "O", "C", "C", "C", "N", "H", "H", "H", "H", "H", "H", "H", "H", "H", "H", "H", "C", "O", "C", "C", "C", "N", "H", "H", "H", "H", "H", "H", "H", "H", "H", "H", "H", "C", "O", "C", "C", "C", "N", "H", "H", "H", "H", "H", "H", "H", "H", "H", "H", "H", "C", "O", "C", "C", "C", "N", "H", "H", "H", "H", "H", "H", "H", "H", "H", "H", "H", "C", "O", "H", "H", "H", "H"],
  "positions_angstrom": [[-14.776, 13.079, -11.552], [-15.230, 14.274, -10.961], [-16.700, 14.437, -10.926], [-17.095, 15.889, -10.804], [-16.856, 16.417, -9.447], [-18.513, 16.158, -11.014], [-15.265, 12.919, -12.513], [-15.053, 12.246, -10.907], [-13.689, 13.085, -11.632], [-17.188, 13.966, -11.779], [-17.094, 13.851, -10.096], [-16.497, 16.494, -11.486], [-15.875, 16.852, -9.257], [-17.253, 15.709, -8.720], [-17.551, 17.216, -9.193], [-18.800, 15.742, -11.888], [-18.647, 17.160, -11.013], [-18.871, 5.240, -17.215], [-18.595, 4.087, -16.440], [-17.765, 3.268, -17.277], [-18.041, 1.752, -17.016], [-19.434, 1.325, -17.371], [-17.922, 1.365, -15.608], [-19.662, 5.893, -16.845], [-19.129, 5.065, -18.260], [-18.078, 5.953, -17.441], [-17.938, 3.383, -18.347], [-16.716, 3.273, -16.979], [-17.352, 1.198, -17.653], [-19.737, 1.628, -18.373], [-20.193, 1.667, -16.666], [-19.517, 0.241, -17.298], [-17.049, 1.576, -15.146], [-18.487, 2.093, -15.195], [-16.454, 9.024, -20.629], [-16.878, 10.063, -19.781], [-15.843, 10.866, -19.168], [-16.247, 12.344, -19.118], [-16.391, 12.865, -20.560], [-15.238, 13.169, -18.401], [-16.095, 9.525, -21.528], [-17.371, 8.459, -20.798], [-15.698, 8.366, -20.199], [-15.654, 10.429, -18.187], [-14.917, 10.747, -19.731], [-17.251, 12.384, -18.697], [-15.439, 12.935, -21.086], [-16.805, 13.868, -20.662], [-17.007, 12.230, -21.197], [-15.446, 13.135, -17.413], [-15.262, 14.161, -18.590], [-24.786, 11.465, -25.266], [-23.402, 11.625, -25.319], [-22.747, 12.657, -24.625], [-22.736, 12.290, -23.135], [-21.871, 13.330, -22.381], [-21.977, 11.018, -22.862], [-25.152, 11.490, -24.239], [-25.155, 10.611, -25.833], [-25.235, 12.351, -25.714], [-21.769, 12.698, -25.104], [-23.248, 13.603, -24.829], [-23.753, 12.155, -22.769], [-22.319, 14.313, -22.240], [-20.864, 13.421, -22.787], [-21.611, 13.091, -21.350], [-21.710, 10.871, -21.899], [-22.522, 10.173, -22.953], [-17.517, 10.300, -26.003], [-17.302, 9.111, -26.729], [-18.328, 8.202, -26.372], [-18.379, 6.860, -27.149], [-18.403, 7.022, -28.663], [-19.496, 5.918, -26.886], [-18.328, 10.877, -26.448], [-16.663, 10.962, -25.864], [-17.920, 10.099, -25.010], [-18.221, 7.965, -25.313], [-19.316, 8.641, -26.508], [-17.428, 6.406, -26.870], [-17.471, 7.495, -28.972], [-19.223, 7.671, -28.972], [-18.468, 6.076, -29.201], [-19.497, 5.204, -27.601], [-20.373, 6.415, -26.956], [-17.863, 16.430, -25.539], [-17.594, 17.821, -25.703], [-18.909, 16.286, -25.811], [-17.251, 15.801, -26.186], [-17.859, 15.950, -24.560], [-16.671, 17.888, -25.449]],
  "forces_ev_per_angstrom": [[-0.776, -0.214, 0.535], [-1.485, 1.138, -0.158], [0.994, -1.061, -0.101], [0.355, 1.034, -0.248], [-0.212, 0.928, 2.003], [-0.219, -1.342, -0.438], [0.215, -0.013, -0.305], [0.027, -0.367, 0.036], [-0.134, 0.301, -0.112], [0.334, 0.094, -0.656], [0.048, 0.118, 0.435], [0.326, -0.264, -0.437], [0.178, -0.725, 0.212], [0.881, -0.444, 0.298], [0.003, 0.560, -0.582], [-0.355, 0.337, -0.245], [-0.181, -0.081, -0.240], [-0.599, 1.504, -0.783], [0.533, 0.543, -1.888], [-0.093, -2.706, 1.149], [-0.276, 0.411, 0.223], [-0.929, -0.507, -0.461], [-0.039, 0.642, 0.348], [-0.171, -0.591, 0.685], [-0.619, -0.957, -0.028], [1.067, -0.207, 0.959], [0.180, 0.639, 0.069], [0.265, 1.167, -0.292], [0.277, -0.021, 0.095], [0.014, 0.048, -0.080], [0.145, 0.455, 0.043], [0.170, -0.077, -0.192], [0.796, -0.186, -0.526], [-0.719, -0.147, 0.673], [-0.445, 0.753, 0.094], [0.082, 1.016, 1.171], [-0.069, -0.782, -0.362], [-0.013, 0.637, -1.287], [0.213, 0.079, -0.539], [-0.439, -0.905, 0.395], [0.219, -0.610, -0.454], [0.242, -0.166, -0.403], [0.160, 0.038, 0.111], [0.022, 0.275, 0.331], [0.174, 0.194, -0.187], [-0.068, 0.091, 0.414], [0.380, -0.189, 0.264], [-0.197, 0.093, 0.508], [-0.154, -0.222, 0.330], [0.187, -0.282, 0.285], [-0.312, -0.023, -0.681], [-0.350, 1.742, 0.349], [0.634, -1.585, -1.255], [-0.891, -1.093, 0.231], [2.405, -0.171, 1.215], [-0.314, 0.521, 0.809], [-0.318, -0.483, -0.672], [-0.176, -0.575, 0.183], [0.541, -0.175, 0.256], [-0.373, 0.210, -0.285], [0.220, -0.013, 0.518], [-0.154, 0.350, 0.350], [-0.079, 0.637, 0.100], [-0.108, 0.142, -0.640], [-0.231, 0.085, -0.712], [-0.510, -0.717, 0.206], [0.227, 1.094, 0.360], [-0.486, 0.023, -1.024], [-0.943, 0.499, 0.428], [0.134, -0.425, -0.121], [-1.323, -1.060, 0.017], [0.686, -0.470, -1.365], [1.186, 1.174, -0.158], [0.336, 0.836, 1.768], [-0.013, 0.215, -0.428], [0.358, -0.522, -0.505], [0.260, -0.301, 0.352], [-0.098, -0.075, 0.219], [-0.227, 0.558, 0.034], [-0.042, -0.605, -0.064], [0.010, 0.190, -0.324], [-0.141, -0.030, -0.039], [-0.061, -0.068, 0.212], [0.066, 0.068, 0.033], [-0.203, 0.030, -0.034], [-1.314, -0.545, -0.745], [0.405, -0.990, 0.784], [0.021, 0.067, -0.447], [0.094, 0.107, -0.199], [0.643, 0.784, 0.656], [0.148, 0.570, -0.045]],
  "mulliken_charge": [-0.67, -0.32, -0.71, 0.63, -1.44, -0.72, 0.28, 0.29, 0.24, 0.37, 0.32, 0.19, 0.32, 0.32, 0.43, 0.22, 0.24, -0.88, -0.31, -0.59, 0.25, -1.33, -0.78, 0.32, 0.33, 0.38, 0.34, 0.29, 0.42, 0.35, 0.28, 0.37, 0.27, 0.32, -0.70, -0.33, -0.74, 0.73, -1.52, -0.71, 0.34, 0.22, 0.30, 0.29, 0.35, 0.19, 0.37, 0.39, 0.34, 0.23, 0.25, -0.68, -0.34, -0.53, 0.60, -1.51, -0.65, 0.29, 0.24, 0.29, 0.23, 0.34, 0.16, 0.37, 0.36, 0.40, 0.22, 0.22, -0.72, -0.35, -0.62, 0.41, -1.40, -0.70, 0.29, 0.29, 0.28, 0.37, 0.33, 0.21, 0.31, 0.31, 0.44, 0.28, 0.27, -0.51, -0.49, 0.21, 0.26, 0.23, 0.29],
  "smiles": "COC[C@H](C)N.COC[C@H](C)N.COC[C@H](C)N.COC[C@H](C)N.COC[C@H](C)N.CO",
  "max_force_ev_per_a": 2.94,
  "e_lumo_ev": 0.33,
  "e_tot_ev": -42463.003
}


(2)
{
  "formula": "C4H13N4",
  "method": "ωB97M-V/def2-TZVPD",
  "species": ["C", "C", "C", "C", "N", "N", "N", "N", "H", "H", "H", "H", "H", "H", "H", "H", "H", "H", "H", "H", "H"],
  "positions_angstrom": [[-3.259, 0.544, -0.257], [1.889, -1.803, 0.082], [2.236, 1.711, -0.103], [-1.785, 0.551, -0.297], [-1.535, -1.470, 0.773], [-1.080, -0.343, 0.245], [1.599, -0.573, -0.108], [2.416, 0.358, -0.640], [-3.456, -0.489, -0.138], [-3.551, 0.971, -1.218], [-3.769, 1.149, 0.454], [2.919, -2.203, -0.213], [1.256, -2.500, 0.462], [-0.747, -1.971, 1.304], [1.468, 2.300, -0.831], [1.932, 1.874, 0.971], [3.073, 2.271, -0.236], [-1.169, 1.364, -0.634], [-2.417, -1.567, 1.182], [0.518, -0.217, -0.063], [3.463, 0.044, -0.734]],
  "forces_ev_per_angstrom": [[0.868, 0.580, -1.749], [3.765, 1.391, -1.728], [-4.414, 0.879, -1.152], [-0.118, 1.061, 1.353], [3.346, -2.627, 1.032], [1.888, 0.549, -0.698], [-0.822, -0.121, -0.269], [3.075, -0.255, 0.153], [-1.313, -0.869, -0.240], [-0.530, -0.556, -0.119], [0.024, 0.427, 1.043], [-1.376, 0.874, 0.605], [-2.263, -1.486, 0.828], [-2.237, 1.100, -1.024], [1.377, -1.444, 1.915], [0.153, -0.876, -1.064], [2.769, 1.162, -0.436], [-0.272, 0.462, -0.516], [-1.502, 0.243, 0.727], [0.358, -1.107, 0.910], [-2.777, 0.611, 0.431]],
  "mulliken_charge": [-1.11, -0.06, -0.85, 0.14, -0.66, -0.05, 0.30, -0.39, 0.34, 0.29, 0.29, 0.22, 0.17, 0.20, 0.25, 0.30, 0.41, 0.31, 0.21, 0.37, 0.32],
  "total_charge": 1,
  "max_force_ev_per_a": 4.65,
  "e_lumo_ev": -3.88,
  "e_tot_ev": -10309.074
}


(3)
{
  "formula": "C15H22N2O3",
  "method": "ωB97M-V/def2-TZVPD",
  "species": ["C", "O", "C", "C", "N", "C", "O", "C", "C", "C", "C", "C", "N", "C", "C", "O", "C", "C", "C", "C", "H", "H", "H", "H", "H", "H", "H", "H", "H", "H", "H", "H", "H", "H", "H", "H", "H", "H", "H", "H", "H", "H"],
  "positions_angstrom": [[-7.055, -1.915, -0.298], [-6.426, -1.203, 0.739], [-5.040, -1.040, 0.590], [-4.640, -0.044, -0.515], [-3.218, 0.191, -0.519], [-2.670, 1.354, -0.077], [-3.342, 2.301, 0.279], [-1.179, 1.381, -0.074], [-0.402, 0.682, -0.994], [0.976, 0.770, -0.949], [1.608, 1.543, 0.019], [3.110, 1.621, 0.043], [3.703, 0.308, -0.140], [5.132, 0.371, -0.391], [5.647, -1.042, -0.667], [5.389, -1.905, 0.415], [4.009, -1.952, 0.689], [3.454, -0.562, 0.997], [0.832, 2.246, 0.931], [-0.547, 2.175, 0.878], [-7.088, -1.342, -1.231], [-6.552, -2.872, -0.484], [-8.073, -2.102, 0.038], [-4.559, -2.014, 0.396], [-4.689, -0.658, 1.552], [-4.945, -0.420, -1.497], [-5.124, 0.917, -0.328], [-2.619, -0.602, -0.685], [-0.870, 0.096, -1.772], [1.583, 0.233, -1.662], [3.442, 2.251, -0.790], [3.447, 2.099, 0.981], [5.312, 1.001, -1.265], [5.678, 0.794, 0.471], [6.729, -1.038, -0.806], [5.161, -1.428, -1.576], [3.888, -2.616, 1.546], [3.471, -2.368, -0.177], [2.377, -0.624, 1.167], [3.936, -0.174, 1.912], [1.310, 2.857, 1.683], [-1.158, 2.730, 1.573]],
  "forces_ev_per_angstrom": [[-0.029, -0.006, -0.032], [-0.040, 0.116, 0.057], [0.220, 0.182, -0.043], [-0.421, -0.066, 0.115], [-0.001, -0.396, -0.054], [0.004, -0.188, -0.132], [-0.058, 0.202, 0.177], [0.291, 0.201, 0.098], [-0.112, 0.054, 0.088], [0.066, 0.025, 0.031], [-0.107, 0.064, 0.017], [0.113, -0.040, -0.085], [0.061, 0.120, 0.047], [0.111, -0.307, -0.088], [0.114, 0.342, -0.148], [0.130, -0.041, 0.108], [-0.332, 0.119, 0.202], [0.082, -0.367, -0.070], [0.069, -0.058, -0.096], [-0.217, -0.053, -0.075], [-0.014, -0.041, 0.006], [-0.017, 0.004, -0.008], [-0.002, -0.049, -0.099], [-0.018, 0.066, 0.063], [0.099, -0.054, -0.122], [-0.039, 0.091, 0.080], [0.006, -0.151, -0.083], [0.064, 0.154, 0.043], [-0.043, -0.045, -0.069], [0.054, -0.072, -0.076], [0.043, 0.010, 0.101], [-0.020, 0.001, -0.082], [0.037, 0.012, 0.022], [-0.013, 0.008, -0.060], [-0.072, 0.026, -0.058], [0.066, 0.043, 0.041], [-0.062, 0.033, -0.066], [0.011, 0.009, 0.085], [0.034, -0.040, 0.061], [-0.055, 0.002, -0.031], [0.062, 0.038, 0.090], [-0.063, 0.053, 0.048]],
  "mulliken_charge": [-0.67, -0.36, -0.42, -0.72, -0.14, 0.30, -0.65, 0.85, -0.54, -0.54, 0.61, -1.10, 0.22, -0.58, -0.64, -0.38, -0.75, -0.49, -0.76, -0.79, 0.27, 0.30, 0.25, 0.32, 0.29, 0.35, 0.33, 0.26, 0.44, 0.44, 0.38, 0.34, 0.38, 0.33, 0.36, 0.33, 0.35, 0.35, 0.37, 0.29, 0.36, 0.44],
  "smiles": "COCCNC(=O)c1ccc(CN2CCOCC2)cc1",
  "max_force_ev_per_a": 0.44,
  "e_lumo_ev": 0.67,
  "e_tot_ev": -25034.260
}


(4)
{
  "formula": "C28H28N2O5",
  "method": "ωB97M-V/def2-TZVPD",
  "species": ["C", "C", "O", "C", "C", "C", "C", "C", "O", "N", "C", "C", "C", "C", "C", "O", "C", "C", "C", "C", "C", "C", "C", "C", "C", "O", "C", "C", "C", "C", "N", "C", "O", "C", "C", "H", "H", "H", "H", "H", "H", "H", "H", "H", "H", "H", "H", "H", "H", "H", "H", "H", "H", "H", "H", "H", "H", "H", "H", "H", "H", "H", "H"],
  "positions_angstrom": [[-3.520, -5.403, -0.464], [-3.777, -4.054, -1.130], [-3.703, -2.975, -0.220], [-2.492, -2.536, 0.219], [-1.253, -2.957, -0.254], [-0.091, -2.389, 0.244], [-0.141, -1.401, 1.215], [1.108, -0.809, 1.794], [1.495, -1.121, 2.906], [1.760, 0.083, 1.014], [2.959, 0.731, 1.526], [4.150, 0.398, 0.672], [4.844, 1.381, -0.013], [5.929, 1.068, -0.817], [6.330, -0.255, -0.953], [7.376, -0.682, -1.717], [8.136, 0.276, -2.409], [5.629, -1.252, -0.270], [4.557, -0.926, 0.530], [1.295, 0.503, -0.295], [-0.018, 1.236, -0.221], [-1.156, 0.745, -0.758], [-2.414, 1.401, -0.602], [-3.606, 0.888, -1.110], [-4.810, 1.544, -0.902], [-5.912, 0.958, -1.443], [-7.167, 1.564, -1.249], [-4.822, 2.737, -0.171], [-3.650, 3.257, 0.338], [-2.438, 2.603, 0.133], [-1.258, 3.097, 0.623], [-0.020, 2.513, 0.492], [0.968, 3.072, 0.938], [-1.379, -1.008, 1.713], [-2.539, -1.559, 1.217], [-4.231, -5.555, 0.344], [-2.517, -5.447, -0.049], [-3.637, -6.200, -1.193], [-4.803, -4.016, -1.508], [-3.094, -3.899, -1.974], [-1.172, -3.723, -1.010], [0.864, -2.732, -0.127], [3.098, 0.355, 2.543], [2.789, 1.811, 1.558], [4.541, 2.414, 0.084], [6.448, 1.863, -1.329], [8.605, 0.990, -1.724], [8.912, -0.283, -2.930], [7.530, 0.819, -3.142], [5.954, -2.274, -0.384], [4.024, -1.701, 1.062], [1.196, -0.359, -0.963], [2.060, 1.171, -0.699], [-1.140, -0.187, -1.306], [-3.605, -0.038, -1.662], [-7.206, 2.564, -1.693], [-7.425, 1.626, -0.187], [-7.884, 0.920, -1.754], [-5.744, 3.266, 0.006], [-3.671, 4.178, 0.903], [-1.275, 3.975, 1.128], [-1.424, -0.260, 2.490], [-3.505, -1.250, 1.582]],
  "forces_ev_per_angstrom": [[-0.016, 0.419, -0.039], [-0.018, -0.438, -0.197], [0.049, 0.234, 0.221], [0.086, 0.153, 0.102], [-0.288, -0.172, -0.233], [0.079, 0.268, 0.253], [-0.022, -0.366, 0.104], [-0.086, -0.107, -0.035], [-0.064, -0.131, 0.255], [0.195, 0.214, 0.041], [0.219, 0.033, 0.298], [0.002, 0.213, -0.011], [-0.157, -0.179, 0.208], [0.366, -0.079, -0.268], [-0.089, 0.028, 0.060], [-0.224, -0.183, 0.198], [0.107, 0.155, -0.107], [0.124, 0.002, -0.103], [0.106, 0.088, -0.086], [-0.291, 0.107, -0.210], [-0.104, -0.240, -0.387], [0.531, 0.278, 0.056], [-0.354, 0.512, 0.178], [-0.205, 0.213, 0.105], [0.289, 0.015, 0.031], [0.147, -0.168, -0.076], [-0.152, 0.074, 0.017], [-0.167, -0.165, -0.120], [0.212, -0.078, -0.007], [-0.505, -0.429, -0.362], [0.190, 0.332, 0.296], [-0.373, 0.163, -0.053], [0.341, 0.020, 0.077], [0.062, -0.188, -0.017], [-0.061, -0.143, -0.054], [-0.060, -0.047, 0.060], [0.074, -0.071, 0.024], [0.003, -0.109, -0.066], [0.181, 0.007, -0.026], [-0.093, 0.047, 0.059], [-0.046, -0.083, -0.045], [0.097, -0.015, -0.055], [-0.018, 0.136, -0.160], [0.037, -0.148, 0.010], [-0.059, 0.105, 0.014], [0.070, 0.036, -0.067], [-0.031, -0.016, -0.029], [-0.036, 0.085, 0.016], [0.024, -0.008, 0.042], [0.042, -0.129, -0.006], [-0.064, -0.126, 0.067], [0.041, 0.183, -0.020], [-0.048, -0.134, -0.016], [0.057, -0.192, -0.007], [0.005, -0.173, -0.084], [0.003, -0.027, 0.031], [0.013, 0.014, -0.029], [0.007, 0.084, 0.052], [-0.094, 0.031, 0.004], [-0.012, 0.103, 0.060], [0.129, -0.161, -0.089], [-0.025, 0.102, 0.082], [-0.126, 0.051, 0.045]],
  "mulliken_charge": [-1.09, -0.49, -0.44, 0.78, -0.32, -0.72, 0.22, -0.07, -0.68, 0.36, -1.25, 0.15, -0.63, -0.41, 0.91, -0.46, -0.84, -0.74, -0.28, -1.51, 0.56, -0.33, 1.01, -0.33, 0.47, -0.43, -0.93, -0.64, -0.93, -0.60, 0.01, 0.17, -0.74, -0.18, -0.72, 0.31, 0.34, 0.37, 0.36, 0.33, 0.45, 0.53, 0.45, 0.34, 0.38, 0.38, 0.34, 0.24, 0.33, 0.43, 0.48, 0.35, 0.74, 0.53, 0.45, 0.36, 0.36, 0.25, 0.44, 0.38, 0.22, 0.54, 0.45],
  "smiles": "CCOc1ccc(C(=O)N(Cc2ccc(OC)cc2)Cc2cc3cc(OC)ccc3[nH]c2=O)cc1",
  "max_force_ev_per_a": 0.76,
  "e_lumo_ev": 0.21,
  "e_tot_ev": -42708.681
}